1.
The following is a DFT calculation (the ωB97M-V functional and the def2-TZVPD basis) of a structure of composition C42H40GeMgN4O5S2.

The HOMO energy comes out at -13.38 eV. As for the total charge: +2. As for the energy above the lowest of the compared OMol25 structures with the same formula, charge and spin: 0.2873 eV. The orbital gap comes out at 7.0 eV.

Cartesian coordinates (Å):
C1 2.45784 -1.19190 1.30947
H1 0.90852 1.18748 7.42466
H2 0.87444 -3.43781 3.31016
C2 -1.20706 -3.01795 -3.89426
H3 3.95236 1.74955 -0.70634
C3 -4.74729 1.25573 1.91500
H4 3.17356 -1.84211 -2.96090
H5 -1.99555 -0.14056 2.98337
O1 -0.35233 1.89581 1.41349
C4 1.91902 3.17504 1.57269
N1 -3.45465 0.89754 1.94221
H6 -6.20353 0.38626 5.80529
C5 -5.23924 0.06358 3.93670
H7 -3.03921 1.46172 -3.10773
C6 -0.96603 1.35989 -3.67108
H8 -0.33416 3.88329 -0.81898
O2 1.19591 -0.16381 -4.85722
C7 -3.89355 -0.30140 3.96601
C8 2.00684 -4.82048 -4.19002
C9 2.74550 4.18039 2.06235
C10 -0.43002 -0.53268 -1.16489
C11 2.39621 -1.86627 0.10263
C12 -0.50539 3.15349 -1.60494
C13 1.22901 -3.69081 1.21315
C14 2.97905 -2.64914 -3.65364
N2 -2.79866 2.84927 -0.78434
S1 1.75753 0.85113 -3.96471
H9 0.66982 -1.37455 -2.80561
C15 3.07911 -3.51534 -5.89011
C16 2.41057 -4.67168 -5.50444
C17 1.90125 -1.75514 2.45370
S2 0.25556 3.07175 2.19546
H10 0.00927 -1.63212 -4.87136
C18 -2.63167 -1.14456 -0.93853
C19 0.53827 2.47302 3.83314
H11 5.45697 3.52066 0.14779
H12 2.94058 -0.22519 1.35876
H13 -3.56385 -1.02822 -0.39716
C20 -0.25171 2.39639 6.09166
C21 0.54489 2.71922 -2.39475
C22 3.35345 -2.50323 -4.97389
C23 4.45887 3.41944 0.55187
H14 2.40441 4.85879 2.83545
C24 -3.04657 0.12840 2.96836
C25 -0.38577 2.86871 4.79402
C26 -2.03267 1.80798 -2.89964
O3 2.65081 1.79795 -4.56627
Ge1 1.66612 -4.13243 -1.52863
N3 -0.48963 -2.51981 -4.91588
H15 -7.20390 -0.45430 4.62675
H16 1.47141 -5.71380 -3.89016
H17 1.66521 1.53351 0.22040
C27 4.02467 4.29330 1.54513
C28 -6.18954 -0.36251 5.00999
H18 -5.05707 1.88336 1.08850
C29 3.61920 2.42533 0.07289
H19 -6.68461 1.18493 2.79518
H20 -0.95183 2.70762 6.85470
H21 4.68349 5.06790 1.91270
C30 -0.26176 -1.35570 -2.25963
C31 0.32563 1.75000 -3.36552
H22 2.53978 0.50597 5.70787
H23 0.91348 -5.45331 -1.39391
H24 -3.72964 2.72556 -1.17214
H25 2.20254 -5.44913 -6.22675
C32 1.77906 -3.12482 0.05770
H26 3.38773 -3.39670 -6.92083
H27 -3.38947 -2.62733 -2.29456
H28 1.54767 3.08830 -2.23172
O4 2.25817 0.25790 -2.71102
H29 -5.88847 -1.30983 5.45298
C33 1.59712 1.62386 4.14475
N4 -1.58545 -0.38673 -0.52033
C34 -1.77984 2.63919 -1.82251
H30 2.32023 1.35464 3.38538
C35 -5.65443 0.86473 2.87431
H31 0.75762 -4.66611 1.17808
H32 -2.75744 3.80317 -0.43198
H33 3.85108 -1.59723 -5.29308
H34 1.95211 -1.22171 3.39624
H35 0.39490 0.08446 -0.82525
H36 -0.35629 -3.10890 -5.72239
H37 -1.13047 0.66280 -4.48244
H38 -1.18673 3.55099 4.53515
C36 2.33309 2.29974 0.58406
C37 -1.33603 -2.10034 -2.70058
O5 -1.72405 -4.11868 -3.85153
C38 1.28939 -3.00064 2.41224
C39 2.29924 -3.81196 -3.25461
Mg1 -1.96930 1.34270 0.56921
H39 -3.50970 -0.92093 4.76459
C40 -2.54263 -2.02472 -1.99719
H40 2.79346 -1.40167 -0.79311
C41 0.79614 1.54396 6.40935
C42 1.71901 1.15781 5.44104


2.
The following is a DFT calculation (the ωB97M-V functional and the def2-TZVPD basis) of a structure of composition C24H29CoN7OSi.

The HOMO energy (spin up / spin down) comes out at -7.24 / -7.19 eV. The multiplicity is 2. The orbital gap (spin up / spin down) comes out at 7.9 / 7.8 eV. As for the expectation value of S²: 0.77.

Cartesian coordinates (Å):
C1 -0.40883 1.88278 3.35896
H1 -4.83307 -1.08973 -1.96086
H2 -2.00410 -2.86720 -4.66010
C2 -1.84076 0.74764 1.62525
C3 0.27093 -3.72318 0.12127
C4 4.29320 0.05223 0.17069
H3 0.06346 -5.79767 0.92008
H4 0.91674 2.73105 4.81620
H5 -0.22123 -2.20584 -3.06095
N1 2.04344 -0.46167 -0.39151
N2 0.43154 0.01079 2.13694
C5 1.56386 0.08322 2.83367
H6 0.85603 -3.77953 -0.78148
H7 -0.44491 4.76863 -0.00916
C6 2.78260 1.84626 -0.38477
C7 -1.94889 2.35171 -1.91863
N3 -1.79305 -0.16682 0.65969
Si1 -0.22878 2.60884 -1.23085
H8 0.19006 4.31838 -2.96181
N4 0.48608 1.07289 -0.85263
C8 -1.26361 -1.98902 -2.85459
H9 4.82608 2.13997 0.13056
H10 1.72500 3.86944 -2.22801
C9 1.78176 0.85953 -0.57408
C10 -3.01466 -0.33656 -0.08453
H11 -4.37646 -2.27258 -4.09931
H12 0.96621 2.79488 -3.39996
C11 -3.56708 -2.01958 -3.42646
H13 -2.15267 3.09480 -2.69344
H14 2.72166 1.06451 4.34420
H15 4.45462 -2.53565 0.60909
C12 3.46065 -2.32308 0.21866
C13 1.78225 1.04043 3.80928
C14 4.03326 1.41770 -0.02685
C15 -0.13374 -4.74354 0.99616
H16 -1.26999 -1.99715 2.12452
C16 -2.76376 -1.04279 -1.39362
C17 0.76682 3.47675 -2.56940
H17 -1.23807 2.55780 3.51492
H18 2.54857 2.89486 -0.47820
H19 -3.75599 -0.91663 0.48207
N5 -1.50715 -1.34613 -1.71017
C18 -3.82381 -1.36353 -2.24106
H20 -2.05110 1.36771 -2.37741
H21 -3.50580 0.62107 -0.28655
N6 -0.16516 -2.54818 0.54540
C19 -0.32531 3.72062 0.27921
C20 -0.53961 0.88968 2.39923
H22 -1.36609 -4.46034 2.85075
C21 -0.85368 -4.09688 1.97694
H23 -2.71467 2.46105 -1.14940
H24 0.57705 3.64239 0.89133
H25 2.32772 -0.64527 2.58631
H26 2.71435 -2.71077 0.91450
C22 0.77659 1.96130 4.06778
C23 3.26573 -0.85187 0.00043
Co1 -0.04180 -0.64349 -0.10299
H27 -1.17597 3.44641 0.90860
C24 -2.25405 -2.34971 -3.74465
O1 -2.80842 1.43848 1.96216
H28 3.33506 -2.86570 -0.72044
H29 5.27752 -0.29264 0.45421
N7 -0.84657 -2.79109 1.66486


3.
The following is a DFT calculation (the ωB97M-V functional and the def2-TZVPD basis) of a structure of composition C26H40As2NO5PdSb.

The HOMO energy comes out at -14.29 eV. As for the total charge: +2. As for the energy above the lowest of the compared OMol25 structures with the same formula, charge and spin: 0.0000 eV. The orbital gap comes out at 8.6 eV.

Cartesian coordinates (Å):
H1 -2.49758 -3.30947 -4.11416
C1 2.12109 0.97680 5.29145
Pd1 1.35124 0.16266 1.93334
H2 3.95873 -2.05934 3.40878
C2 -2.35170 -2.37131 -4.65202
H3 0.27122 -0.79408 -6.36155
H4 -2.31022 -0.03968 1.47249
H5 0.53860 4.57467 0.02467
H6 3.52746 0.17996 -4.30562
H7 1.79160 0.46890 -4.26730
H8 -0.87718 -5.04429 -4.16037
C3 0.31202 -3.39490 6.46488
C4 0.95468 2.52923 0.43936
O1 1.07608 -1.27607 -1.02674
C5 2.58823 -0.15799 -3.86464
C6 -0.95555 -3.27834 4.42189
H9 3.39780 -3.56736 -3.90536
N1 0.80296 1.23432 0.13470
H10 -1.13654 -2.42946 0.08013
H11 -0.96278 1.59270 -2.69717
H12 1.64919 -3.60569 -0.91378
C7 -0.74661 -3.82871 5.67781
C8 -0.39638 3.22959 -1.39188
H13 -0.67074 -3.05815 -5.83138
C9 3.51844 -2.51664 -3.64137
H14 -1.42693 -0.87850 -6.80494
C10 1.39914 -4.44084 -1.56420
C11 3.91047 -1.16358 4.02299
C12 0.32721 -0.45690 -1.51819
H15 -0.19110 -6.17096 -2.99755
O2 -0.32270 -0.72062 -2.64776
H16 2.34651 -1.75526 -5.28876
H17 3.58447 -2.42961 -2.55648
O3 -0.98554 4.22179 -2.05698
H18 4.46921 -2.18495 -4.06215
H19 -3.05416 -2.36218 -5.48674
H20 -1.94029 0.28232 3.17693
C13 2.40988 -1.63492 -4.20332
H21 -1.79268 -3.62252 3.82607
C14 -0.46426 1.88617 -1.78388
H22 -2.61677 -1.54625 -3.98959
C15 -2.04247 -0.49697 2.42454
As1 -0.35425 -1.42547 2.23896
H23 -1.65059 -3.41705 1.46061
C16 -0.93344 -2.20941 -5.19385
H24 2.97226 1.61556 5.06471
H25 -2.81826 -1.19830 2.72842
C17 -0.09798 -2.29175 3.94800
O4 2.49823 1.82667 2.09755
H26 1.99081 -2.07767 6.62296
H27 0.03087 -3.51678 0.87437
C18 1.90961 2.86272 1.58310
H28 4.56126 -0.39381 3.61221
Sb1 0.46545 -2.30579 -3.59442
H29 2.28730 -4.73051 -2.12444
H30 -0.67520 -3.94975 -1.91253
H31 0.46924 -3.82571 7.44434
H32 -1.41394 -4.59586 6.04650
C19 0.23280 -4.13073 -2.49322
C20 0.96514 -1.85804 4.73923
C21 -0.73733 -0.90244 -5.95995
H33 -0.95843 -0.03896 -5.33037
H34 0.86150 -5.39095 -4.16354
H35 2.65966 -0.00161 -2.78742
As2 2.11253 -0.47784 4.03236
H36 1.20459 1.55202 5.18681
H37 4.21190 -1.39653 5.04338
H38 -1.49753 3.90642 -2.81167
C22 1.16840 -2.40849 5.99968
O5 2.07367 4.01522 1.88610
C23 0.15614 0.93574 -1.00054
H39 1.12101 -5.29422 -0.94193
H40 2.20085 0.58191 6.30313
C24 0.37269 3.55092 -0.28251
C25 -0.82087 -2.85938 1.02813
C26 -0.01135 -5.23322 -3.52571


4.
The following is a DFT calculation (the ωB97M-V functional and the def2-TZVPD basis) of a structure of composition C15H66BNO29.

The HOMO energy comes out at -9.59 eV. As for the energy above the lowest of the compared OMol25 structures with the same formula, charge and spin: 2.5895 eV. The orbital gap comes out at 8.9 eV.

Cartesian coordinates (Å):
O1 4.35195 -2.75576 -0.48516
C1 -3.32405 1.00924 0.20784
O2 4.74295 -3.86276 2.16684
H1 1.50695 -1.07076 1.83684
O3 -1.89805 3.00924 -4.30116
H2 2.08895 -4.10276 -2.97516
H3 -4.18405 4.40924 -2.25616
C2 0.75695 -1.67576 1.18684
H4 -6.56205 -1.68876 0.80784
H5 1.99395 -1.64776 -0.54416
O4 -7.20605 1.86124 0.62284
H6 -0.30605 -6.88276 2.36184
H7 0.39695 -1.03576 -5.57816
H8 0.25495 5.65724 -0.25916
O5 2.93595 2.68124 4.93084
H9 0.63995 -1.99576 -1.06316
C3 -2.74805 0.41624 -1.15916
O6 1.53395 -0.11076 7.63084
H10 -0.41205 0.71124 3.19284
H11 -3.42205 -0.31176 -1.49816
O7 3.29695 4.52224 3.76084
H12 0.25695 -3.56076 0.90684
C4 1.65495 0.10524 6.47184
O8 -2.95605 -1.97676 3.83884
C5 2.15795 0.88024 -0.22216
O9 0.95395 -1.68276 -5.56716
O10 6.06395 3.79224 -0.16916
H13 -6.29505 -2.32776 -2.50516
O11 -3.59605 3.71824 -2.17916
C6 1.51095 0.04824 -2.26416
C7 1.14295 -1.32476 -0.36716
H14 -3.17605 0.31024 1.01384
C8 2.69495 -0.47576 5.72984
N1 1.09195 0.05924 -0.84216
O12 -2.16105 4.18224 -0.09016
O13 0.29395 5.03024 -1.12216
H15 2.66895 0.68724 -5.98716
H16 -0.57905 1.95024 2.70584
H17 -2.39105 4.36224 0.77984
H18 -0.18705 -3.67176 -3.12016
O14 1.29595 1.11424 5.85484
C9 2.08095 1.51324 -2.57716
H19 -2.48905 -3.43976 0.68184
H20 -5.30505 -0.94676 1.92484
O15 -5.58605 -1.87876 -2.36316
H21 -1.14405 -0.47976 -2.23616
H22 -2.60305 -2.55276 3.10684
H23 -6.67505 1.32624 -0.00816
H24 0.73295 -0.09376 -3.04416
H25 -8.18505 1.99624 0.44184
H26 -0.43305 1.64424 -1.10416
H27 -0.37205 -2.53876 -3.83516
H28 3.12395 0.20124 0.04984
O16 1.04295 3.23324 2.21184
O17 3.10895 -1.66776 5.84584
H29 1.26895 2.26124 -2.84916
O18 1.62095 1.49124 3.33984
H30 2.01195 -3.45876 1.69384
H31 1.92295 -1.26676 -5.32316
H32 -0.83605 0.71924 -6.58116
H33 5.63895 -4.26476 1.99484
H34 6.31995 3.89024 0.98284
H35 -2.30305 3.28024 -3.54716
H36 -4.30705 -1.12376 3.12084
H37 1.12695 5.00824 -1.59516
H38 3.56795 2.23324 -1.11016
C10 -1.40105 -0.26976 -1.17016
H39 0.22795 -3.33176 2.51084
H40 5.24095 1.77524 2.75984
O19 -0.54205 0.75824 -5.59616
O20 4.66895 1.40624 1.99084
O21 -1.08005 1.21824 2.84084
C11 2.42495 1.92224 -1.15316
O22 3.11395 0.24824 4.81084
H41 -4.40805 1.08924 -0.18116
C12 2.70795 3.36424 3.93684
H42 2.29195 -0.73376 -2.50716
C13 0.82095 -3.15176 1.63484
H43 2.91595 1.44924 -3.39516
H44 1.80895 -4.68276 -1.54116
O23 3.10095 -0.19076 -5.68116
H45 4.49695 0.50124 2.04084
H46 4.34395 -2.48176 0.45284
O24 -6.05605 -1.08376 0.17584
H47 4.12295 -4.56176 2.56484
H48 -4.80305 -2.22876 -2.78016
C14 -0.15905 0.65224 -0.65116
H49 -0.33605 1.02124 0.41284
B1 2.20795 1.36724 4.74184
C15 1.75995 2.69424 3.08384
O25 -0.73705 -6.24176 2.88284
H50 -3.32205 -2.00776 0.86584
H51 -0.18405 -1.19076 1.44284
H52 1.62995 2.60424 -0.96016
H53 5.89795 2.87124 -0.40116
H54 -3.16505 3.79224 -1.41616
H55 -1.90805 3.76024 -4.81416
H56 -1.12605 1.29924 -4.91716
O26 1.47795 -4.31676 -2.32716
H57 -5.98005 -1.43276 -0.75516
O27 -0.87905 -3.22476 -3.44616
H58 2.07095 1.19024 0.89184
H59 -1.27405 4.20624 -0.14616
H60 -2.82405 1.79324 0.55484
O28 -5.00705 -0.45176 2.79684
O29 -2.80305 -2.66276 1.15884
H61 4.00695 -0.08876 -5.60416
H62 -2.40505 -1.26976 3.97084
H63 -1.51605 -1.30676 -0.57716
H64 -0.27505 -6.06876 3.54584
H65 5.29395 -2.62076 -0.83816
H66 -2.65505 1.17424 -1.88216


5.
The following is a DFT calculation (the ωB97M-V functional and the def2-TZVPD basis) of a structure of composition C33H26N8O4Re.

The HOMO energy (spin up / spin down) comes out at -13.34 / -13.56 eV. The multiplicity is 4. As for the total charge: +2. As for the energy above the lowest of the compared OMol25 structures with the same formula, charge and spin: 0.9832 eV. The orbital gap (spin up / spin down) comes out at 6.4 / 6.1 eV. As for the expectation value of S²: 3.77.

Cartesian coordinates (Å):
C1 0.23413 0.53410 3.17498
C2 1.44737 4.92053 -2.60927
C3 3.67768 -0.35724 0.06202
H1 -2.01153 3.59352 -0.77081
N1 -1.18273 1.79659 -0.18904
H2 2.68066 -5.80307 -2.57948
H3 3.87668 0.17076 0.97761
H4 -4.41671 2.60282 2.94286
C4 1.80107 -5.24214 -2.29002
O1 1.19963 1.73859 1.30714
H5 4.00096 -2.36474 -2.36444
N2 1.09607 2.45471 -1.39154
H6 -2.31318 -0.60445 -0.19295
C5 2.48045 4.00497 -2.55071
C6 1.32178 -1.14270 -2.45476
H7 -2.49011 3.30709 1.58383
H8 -0.61211 5.27706 -2.05970
H9 -4.22747 -1.30937 1.21831
H10 -1.47363 -4.91047 -3.09156
C7 -4.46245 0.60932 2.13038
C8 -0.07952 0.53766 4.54217
H11 1.05848 3.60121 5.37330
C9 0.85000 -2.67521 0.29898
C10 0.82207 2.74351 4.75763
C11 -0.53696 -4.74404 -2.57526
C12 -1.14583 2.93710 -0.77249
H12 1.64798 3.61596 2.96961
C13 -0.04171 -0.65148 2.40981
N3 3.70712 -1.67118 -1.69404
H13 -6.51349 1.72281 2.83533
C14 -2.33489 1.41017 0.57638
H14 -0.04820 1.62993 6.37958
H15 -1.37379 -3.34053 -1.17885
N4 2.46953 -0.25625 -0.58806
C15 0.70980 -3.67664 -0.81278
C16 -3.86354 -0.29148 1.25263
C17 1.84596 -4.38580 -1.19982
C18 0.19970 1.63383 5.32794
H16 -1.67142 -0.11432 -2.87196
C19 0.60701 -5.41691 -2.98391
O2 -5.49275 -1.03991 3.46116
H17 -0.37295 -1.55758 2.90954
H18 5.44741 -1.60240 -0.43280
C20 4.45470 -1.23517 -0.62204
H19 1.52119 -2.59855 -3.96201
N5 -0.18676 -1.78867 0.33271
C21 -0.71355 -0.59604 -2.96144
H20 0.56074 -6.10587 -3.81726
H21 3.45065 4.22520 -2.97233
H22 3.05297 2.03808 -1.86871
C22 -0.30826 -1.53271 -3.86302
C23 -2.79855 0.10441 0.46708
O3 -6.55339 0.90179 3.34098
C24 2.26743 2.77896 -1.93483
C25 -3.98876 1.91086 2.22799
H23 -0.54694 -0.34047 4.97027
C26 -2.90990 2.31743 1.45525
C27 0.85419 1.66706 2.61148
H24 -0.82002 -1.99472 -4.68812
C28 0.08563 3.35466 -1.43674
N6 0.31138 -0.36554 -2.07868
H25 1.58739 5.88193 -3.08391
O4 1.85123 -2.63903 1.00946
C29 -0.48682 -3.87159 -1.49654
C30 -5.54574 0.07235 3.02986
C31 1.15264 2.76395 3.41484
C32 0.22139 4.58843 -2.04018
C33 2.51562 -1.07251 -1.64222
N7 0.98038 -1.86284 -3.53129
H26 2.74796 -4.27535 -0.61016
N8 0.08725 -0.69821 1.13124
Re1 0.63933 0.68784 -0.21863


6.
The following is a DFT calculation (the ωB97M-V functional and the def2-TZVPD basis) of the molecule C6H10O.

The HOMO energy comes out at -7.72 eV. As for the energy above the lowest of the compared OMol25 structures with the same formula, charge and spin: 2.8787 eV. Its SMILES is C=C(O)[C@H]1C[C@@H]1C. The orbital gap comes out at 8.7 eV.

Cartesian coordinates (Å):
H1 3.10240 -0.28898 0.40919
H2 -1.50431 1.90957 0.24784
H3 0.49860 0.75593 1.40957
O1 -2.12078 -1.35232 -0.17022
H4 -0.29254 -0.87807 1.48331
H5 -3.17247 1.18569 -0.14466
H6 0.06560 0.80427 -1.31493
C1 -1.52895 -0.13585 -0.28735
C2 1.11110 -0.75722 -0.16346
H7 2.84218 -0.12608 -1.34656
H8 2.21067 1.09579 -0.22125
C3 0.28616 -0.16464 0.88924
C4 2.39267 0.02141 -0.36464
H9 -2.83809 -1.22837 0.46885
C5 -0.11377 -0.05108 -0.65457
C6 -2.11756 1.04435 -0.00276
H10 1.17910 -1.83439 -0.23763


no.,electronic energy (eV)
1,-144022.2825
2,-83345.0160
3,-171020.7198
4,-78162.8400
5,-56872.0604
6,-8428.3616